No. 1
DFT (wB97M-V/def2-TZVPD) results for C16H45N7O4P3 as an isolated structure at a distorted geometry.

```
75
Properties=species:S:1:pos:R:3:forces:R:3
H 2.432 0.104 -3.745 0.39 -1.31 -0.30
H 0.567 5.005 -2.494 -0.08 0.02 0.06
H -2.133 3.622 0.008 0.10 0.21 0.11
H 1.222 7.199 0.823 -0.03 -0.16 0.08
H -3.725 -3.292 3.572 0.00 -0.10 -0.01
H 3.796 -1.131 -3.738 -1.25 0.06 -0.55
P -1.840 -3.637 1.647 3.89 -5.98 -1.21
H -0.252 5.992 1.771 0.20 -0.06 0.10
H -0.848 2.840 -0.888 0.04 -0.05 0.14
H 4.742 4.460 1.415 -0.27 0.13 0.07
C 4.002 4.200 0.656 -0.09 -0.13 -0.63
H 0.473 -1.799 -6.194 0.44 0.98 0.89
H 4.031 3.112 0.525 0.07 -0.03 0.06
H 1.102 6.669 -2.610 0.01 -0.04 0.05
N -1.769 -4.051 3.351 -2.09 2.19 0.11
H 1.082 -0.081 -6.144 -0.05 -0.86 0.98
C -1.256 1.594 -4.243 -0.42 -1.40 1.00
H 4.333 4.666 -0.279 0.03 -0.08 -0.06
H -0.334 4.365 2.507 -0.01 0.02 0.07
N -2.646 -5.145 1.406 -2.02 -0.36 -0.55
C 2.519 4.856 2.425 -0.44 -0.26 0.26
N 2.661 4.671 0.994 1.25 0.76 0.54
H 1.649 5.454 2.684 -0.17 -0.15 -0.13
N 1.431 5.759 -0.723 0.06 -1.53 -2.67
H -1.026 -4.895 5.140 -0.37 0.17 -0.17
P 1.446 4.123 -0.079 -1.29 2.85 6.59
C -1.098 3.278 0.081 0.26 -0.32 0.12
H -0.832 -2.625 -2.822 -0.89 0.24 -0.87
O 2.195 -1.588 -5.078 -0.73 1.04 0.25
O -1.129 2.452 -3.475 -0.20 -0.27 -1.56
H 3.358 5.441 2.814 0.14 -0.21 -0.20
C -3.822 -5.067 0.533 0.11 0.31 -0.21
H 2.856 7.048 0.156 -0.13 -0.01 0.12
H -1.046 2.486 0.844 -0.06 -0.04 -0.14
H -0.378 6.276 -1.700 0.00 0.04 0.00
C -1.358 -2.149 -3.700 0.76 0.97 -0.29
H 2.469 3.902 2.965 0.00 0.09 0.16
N -1.429 0.501 -4.864 1.99 0.89 1.43
H -2.725 -7.225 1.097 -0.15 0.27 -0.02
H 0.250 -0.025 -3.001 -0.16 -0.37 -0.48
C -0.737 -4.748 4.095 1.06 0.68 0.13
H -4.507 -5.896 0.729 0.21 -0.08 0.12
C 0.963 -1.024 -5.516 0.35 -0.41 -0.79
O -1.969 -3.196 0.183 -1.56 2.86 1.45
H -2.371 -1.719 -3.458 1.10 -0.59 0.04
H -1.430 -2.810 -4.611 0.19 0.62 1.08
H -3.531 -4.977 4.080 0.03 -0.02 0.03
H -1.340 -6.705 1.986 0.19 0.10 -0.08
H 1.742 -4.582 1.422 -0.08 0.30 -0.06
H 1.577 -2.394 1.536 -0.10 -0.28 0.05
C 2.682 -1.003 -3.852 0.05 -0.08 1.17
N -0.127 -3.672 1.676 1.60 0.21 0.44
H 1.617 7.863 -0.750 -0.18 -0.32 -0.23
H -1.422 -6.411 0.223 0.05 -0.06 -0.04
H 2.207 -1.591 -2.993 0.56 0.90 -0.83
C 0.639 5.942 -1.936 -0.11 -0.04 -0.06
P -0.290 -0.655 -4.161 -2.17 -0.43 -0.95
H -1.716 5.084 1.672 0.07 -0.18 -0.23
H 0.192 -4.177 4.129 -0.01 -0.15 -0.09
N -0.196 4.391 0.391 -1.79 -0.81 -0.82
H 0.431 -5.677 1.287 -0.24 0.03 -0.11
C 1.793 7.010 -0.087 1.20 0.12 0.22
H -2.918 -3.642 5.086 0.04 0.00 -0.08
H -0.522 -5.737 3.688 -0.02 0.01 -0.18
O 1.467 2.659 0.380 0.90 -0.50 -3.63
C 0.491 -2.348 1.636 -0.48 0.27 0.24
C -3.045 -3.996 4.059 -0.20 0.01 -0.01
C 0.720 -4.659 1.040 -0.27 -0.27 -0.29
H 0.107 -1.744 0.806 0.05 0.06 -0.04
H -3.543 -5.088 -0.532 -0.12 0.04 0.04
H 0.283 -1.815 2.571 -0.05 0.12 -0.07
C -1.992 -6.416 1.161 0.37 -0.08 0.63
C -0.627 4.977 1.646 0.28 0.65 -0.01
H -4.384 -4.151 0.723 0.09 -0.03 -0.12
H 0.738 -4.550 -0.054 0.13 -0.15 -0.06
```
Positions in Å, forces in eV/Å.

For the calculated total energy, the calculation gives -2344.4169 a.u. The LUMO energy comes out at -3.7 eV. The net charge is +1.

Here are the Mulliken charges for atoms 1 to 4, given in e: 0.309, 0.237, 0.389, 0.228

No. 2
DFT (wB97M-V/def2-TZVPD) results for an isolated ion of composition C5H10N3 and charge +1 at a distorted geometry.

```
18
Properties=species:S:1:pos:R:3:forces:R:3
H -0.024 1.484 1.295 -1.34 0.94 -0.62
H 0.518 -2.194 -0.198 0.66 0.08 0.01
C 0.495 -1.293 0.421 -2.81 -1.23 1.12
H 2.154 -0.785 -0.754 0.03 1.10 2.01
N -1.873 -1.757 0.035 0.75 0.45 -0.26
C -0.696 1.458 -0.768 2.47 -3.12 -0.35
N -0.010 2.023 0.399 1.89 -1.70 2.86
C 0.908 1.103 -0.417 1.64 2.14 -1.72
C 1.673 -0.399 0.226 -2.27 2.62 -3.89
H 0.389 2.938 0.571 -0.49 0.50 -0.45
N -1.500 0.333 -0.535 1.45 -0.35 0.76
H 0.341 -1.756 1.474 0.23 1.21 -1.50
C -0.945 -0.779 -0.075 -0.64 -0.34 0.87
H 1.712 1.827 -0.879 -1.70 -1.81 0.61
H -1.656 -2.735 0.201 -0.24 0.49 -0.22
H -2.654 -1.416 -0.503 -0.82 -0.97 0.23
H -1.132 2.091 -1.569 1.12 0.12 0.81
H 2.301 -0.144 1.075 0.06 -0.12 -0.28
```
Positions in Å, forces in eV/Å.

For the calculated total energy, the calculation gives -360.4142 a.u. The energy above the lowest of the compared OMol25 structures with the same formula, charge and spin comes out at 4.377 eV. The LUMO energy comes out at -3.1 eV. The net charge is +1.

Here are the Mulliken charges for atoms 1 to 4, given in e: 0.334, 0.415, -0.730, 0.311

No. 3
DFT (wB97M-V/def2-TZVPD) results for a 2-piece molecular cluster, C4H12 overall at a distorted geometry.

```
16
Properties=species:S:1:pos:R:3:forces:R:3
H -0.041 -1.604 1.748 0.84 -0.38 0.19
H -0.645 1.690 -2.206 -0.37 0.54 0.33
H 1.247 -1.095 3.026 -0.62 -0.86 -0.03
H 0.114 -1.201 -1.800 -0.06 0.24 -0.14
H -0.556 -0.830 3.146 0.39 0.36 0.42
C -0.885 0.759 -1.713 0.80 -0.67 0.93
H 0.892 0.056 -2.773 0.47 0.34 0.61
H -0.445 -0.661 -3.388 -0.59 0.04 0.47
H -0.146 1.206 2.028 0.31 0.34 -0.09
H -1.952 0.574 -1.655 -0.17 -0.05 -0.46
H 0.505 0.269 0.683 -0.44 0.03 -0.21
C -0.064 -0.307 -2.414 -0.02 -1.11 -1.10
C 0.315 -0.884 2.490 0.21 1.08 -0.54
C 0.592 0.461 1.744 -0.22 -0.61 -0.47
H -0.556 0.726 -0.650 -0.25 0.75 -0.89
H 1.624 0.839 1.736 -0.29 -0.03 0.98
```
Positions in Å, forces in eV/Å.

For the calculated total energy, the calculation gives -159.5597 a.u. The energy above the lowest of the compared OMol25 structures with the same formula, charge and spin comes out at 0.686 eV. The LUMO energy comes out at 1.1 eV.

Here are the Mulliken charges for atoms 1 to 4, given in e: 0.257, 0.248, 0.243, 0.249

No. 4
DFT (wB97M-V/def2-TZVPD) results for C15H22N8OPtS2 as an isolated structure at a distorted geometry.

```
49
Properties=species:S:1:pos:R:3:forces:R:3
C -1.323 1.204 -3.857 0.12 0.28 0.12
H 0.145 -2.507 5.308 0.01 -0.04 0.04
H 2.180 0.505 -1.215 0.04 0.10 0.07
H -3.715 3.875 -1.930 0.02 -0.01 0.00
H -0.614 -3.398 -2.244 0.01 0.05 0.09
S 3.665 0.338 1.444 -0.67 0.11 -0.10
C -1.598 2.760 -0.598 -0.06 0.02 0.02
N -0.382 1.123 -1.558 0.19 0.18 -0.32
C -2.210 -3.713 1.694 -0.02 0.03 -0.05
C -0.601 -1.273 -1.919 -0.04 -0.13 -0.11
H -2.746 -4.510 2.203 0.03 0.02 0.02
H -0.313 -1.782 0.379 -0.37 -0.33 0.02
H -1.640 -4.149 0.871 0.01 0.01 0.05
N -1.092 -3.373 3.887 0.14 0.18 0.15
C 0.167 -0.175 -1.575 -0.14 0.14 0.01
C 1.516 -0.346 -1.182 0.02 0.25 -0.14
H -0.831 2.020 -4.387 0.02 0.03 0.02
N -0.187 -2.448 4.358 -0.26 -0.36 0.06
H -3.894 2.479 -3.005 0.01 0.01 0.03
N 4.200 2.435 2.960 0.05 0.01 0.06
N -0.553 -1.902 2.367 -0.46 -0.50 -0.49
C -0.027 -2.551 -1.906 0.09 0.04 0.02
H -2.939 -3.012 1.279 0.02 -0.03 0.05
N -0.436 -1.157 1.177 -0.48 -0.68 -0.02
N 3.078 2.932 1.034 0.06 -0.07 0.10
C -3.184 3.196 -2.592 0.09 0.03 -0.07
C 0.157 -1.556 3.448 -0.04 0.20 0.48
H 3.109 -1.764 -0.905 -0.04 0.03 0.01
H 1.716 -3.736 -1.478 -0.03 0.09 -0.02
C 3.612 2.039 1.846 0.14 0.09 -0.19
C 1.284 -2.742 -1.487 -0.19 -0.19 0.01
H -1.636 -1.139 -2.212 0.05 -0.02 -0.01
H 4.294 3.410 3.203 0.04 -0.01 -0.01
H 3.076 3.919 1.242 -0.09 0.00 0.04
S 1.156 -0.196 3.509 0.54 0.04 -0.32
C 2.058 -1.640 -1.136 0.08 0.07 0.22
H -0.755 0.296 -4.020 0.01 -0.08 0.03
H -2.777 3.778 -3.423 -0.02 -0.02 0.04
C -1.315 -3.037 2.663 0.00 0.20 -0.17
H -1.279 -0.602 1.040 -0.01 0.16 0.01
H 2.607 2.624 0.202 -0.14 -0.02 0.01
C -0.493 1.902 -0.386 0.43 0.35 -0.05
Pt 1.385 -0.222 1.176 1.69 -0.09 0.66
H -2.323 1.065 -4.259 -0.02 -0.01 0.05
O 0.303 1.796 0.566 -0.50 0.52 -0.37
H 4.610 1.755 3.579 0.00 -0.04 -0.02
N -1.413 1.483 -2.422 -0.27 -0.45 0.03
H -1.951 3.491 0.113 0.02 -0.05 -0.12
C -2.093 2.508 -1.852 -0.08 -0.12 0.03
```
Positions in Å, forces in eV/Å.

For the calculated total energy, the calculation gives -2013.2717 a.u. The LUMO energy comes out at -6.7 eV. The net charge is +2.

Here are the Mulliken charges for atoms 1 to 4, given in e: -1.096, 0.192, 0.772, 0.369

Number 1: HOMO energy -9.88 eV. Number 2: HOMO energy -13.17 eV. Number 3: HOMO energy -11.19 eV. Number 4: HOMO energy -13.95 eV.